Formula: C19H28AuBF4O2
Source: OMol25
Level of theory: ωB97M-V/def2-TZVPD

Output
Charge ... 0
<S²> ... 2.015
DFT total energy ... -1451.261521 Eh
HOMO level (spin up / spin down) ... -0.297 / -0.325 Eh
HOMO-LUMO gap (spin up / spin down) ... 8.297 / 6.432 eV
2S+1 ... 3
LUMO (spin up / spin down) ... 0.0083 / -0.0881 Eh
Maximum force ... 0.0296 Eh/bohr

Last column: Mulliken spin population.
CARTESIAN COORDINATES (ANGSTROEM)
O  0.136  -0.052  -0.060  0.024
C  -0.557  1.201  -0.339  -0.004
C  -1.720  0.482  -1.015  0.001
H  0.044  1.817  -1.018  -0.001
H  -0.819  1.733  0.584  0.001
C  -0.891  -0.804  -0.764  -0.002
H  -1.868  0.755  -2.063  0.000
H  -2.654  0.505  -0.441  0.000
C  -0.340  -1.451  -2.024  0.001
H  0.310  -0.766  -2.581  0.000
H  -1.178  -1.757  -2.664  0.000
H  0.234  -2.348  -1.764  -0.001
C  -1.554  -1.815  0.138  -0.002
H  -2.052  -1.312  0.972  0.001
H  -0.807  -2.516  0.531  -0.002
H  -2.297  -2.382  -0.439  0.000
Au  1.967  -0.945  2.251  0.433
C  1.085  -1.113  4.286  0.062
C  1.473  0.283  4.120  0.067
C  0.510  0.902  3.259  0.185
H  2.241  0.789  4.698  0.004
C  -0.459  -0.067  2.881  0.184
C  -0.100  -1.319  3.476  0.219
H  -0.674  -2.240  3.415  0.012
H  1.560  -1.832  4.943  0.004
H  0.449  1.967  3.031  0.011
H  -1.365  0.132  2.325  -0.007
C  4.050  -2.129  1.715  0.195
C  2.891  -2.983  1.680  0.159
C  2.038  -2.505  0.607  0.147
H  2.695  -3.859  2.293  0.006
C  2.661  -1.336  0.034  0.130
C  3.911  -1.128  0.712  0.143
H  4.664  -0.389  0.439  0.009
H  4.925  -2.259  2.345  0.004
H  1.132  -2.984  0.255  0.004
H  2.318  -0.785  -0.830  0.013
O  -2.410  2.518  -3.669  0.000
C  -3.510  1.692  -4.112  0.000
C  -4.289  2.423  -5.219  0.000
H  -4.174  1.495  -3.249  0.000
H  -3.105  0.720  -4.437  0.000
C  -3.947  3.901  -4.952  0.000
H  -5.358  2.207  -5.186  0.000
H  -3.886  2.125  -6.195  0.000
C  -2.540  3.803  -4.334  0.000
H  -4.647  4.303  -4.208  0.000
H  -3.982  4.522  -5.849  0.000
H  -2.331  4.603  -3.609  0.000
H  -1.786  3.879  -5.142  0.000
F  4.495  -0.383  3.863  0.001
B  4.816  -1.142  5.041  0.000
F  6.194  -1.016  5.318  0.000
F  4.026  -0.630  6.117  0.000
F  4.474  -2.514  4.834  -0.001

=====

Formula: C19H28AuNO5
Source: OMol25
Level of theory: ωB97M-V/def2-TZVPD

Output
Energy above the lowest of the compared OMol25 structures with the same formula, charge and spin ... 17.70 kcal per mole
Charge ... 0
<S²> ... 2.028
DFT total energy ... -1307.001420 Eh
HOMO level (spin up / spin down) ... -0.275 / -0.274 Eh
HOMO-LUMO gap (spin up / spin down) ... 6.376 / 3.149 eV
2S+1 ... 3
LUMO (spin up / spin down) ... -0.0404 / -0.1588 Eh
Maximum force ... 0.0433 Eh/bohr

Last column: Mulliken spin population.
CARTESIAN COORDINATES (ANGSTROEM)
O  0.842  -2.645  -2.328  -0.001
C  0.219  -3.913  -1.878  0.000
C  0.772  -4.762  -3.004  0.000
H  -0.868  -3.779  -1.869  0.000
H  0.576  -4.235  -0.890  0.000
C  1.325  -3.403  -3.492  0.000
H  0.015  -5.242  -3.626  0.000
H  1.552  -5.461  -2.685  0.000
C  0.694  -2.973  -4.804  0.000
H  -0.396  -3.064  -4.780  0.000
H  1.062  -3.620  -5.611  0.000
H  0.960  -1.941  -5.057  0.000
C  2.834  -3.368  -3.543  0.000
H  3.243  -3.697  -2.586  0.000
H  3.181  -2.357  -3.775  0.000
H  3.200  -4.043  -4.322  0.000
Au  1.358  2.081  0.512  0.088
C  1.183  3.065  3.520  0.234
C  -0.036  2.366  3.609  0.141
C  0.086  1.121  2.988  0.196
H  -0.935  2.743  4.099  0.009
C  1.429  1.007  2.426  0.220
C  2.093  2.315  2.715  0.116
H  3.158  2.527  2.565  -0.001
H  1.383  4.010  4.045  0.001
H  -0.702  0.381  2.917  0.007
H  1.958  0.062  2.262  0.002
C  -0.583  4.577  0.879  0.203
C  0.402  4.195  -0.075  0.117
C  -0.152  2.998  -0.784  0.249
H  1.270  4.768  -0.355  -0.004
C  -1.450  2.715  -0.154  0.239
C  -1.649  3.644  0.882  0.161
H  -2.471  3.663  1.585  0.006
H  -0.563  5.455  1.508  0.007
H  0.100  2.743  -1.813  -0.004
H  -2.144  1.928  -0.426  0.013
O  -2.157  -1.241  -0.776  0.000
C  -0.774  -0.827  -0.653  0.016
C  -0.097  -1.631  0.485  -0.011
H  -0.645  0.262  -0.465  -0.020
H  -0.275  -1.017  -1.600  0.003
C  -1.171  -2.646  0.966  -0.001
H  0.167  -0.922  1.305  0.014
H  0.840  -2.087  0.156  0.001
C  -2.448  -1.952  0.453  0.000
H  -1.130  -2.812  2.047  0.000
H  -1.037  -3.599  0.448  0.000
H  -2.771  -1.241  1.245  0.000
H  -3.286  -2.630  0.267  0.000
O  -0.902  5.916  3.894  0.001
N  -2.049  5.626  4.372  -0.001
O  -2.660  6.453  5.090  0.001
O  -2.554  4.490  4.109  0.001

=====

Formula: C19H28ClFKNO5PS
Source: OMol25
Level of theory: ωB97M-V/def2-TZVPD

Output
Charge ... +1
DFT total energy ... -3070.978365 Eh
HOMO level ... -0.399 Eh
HOMO-LUMO gap ... 7.692 eV
LUMO ... -0.1165 Eh
Maximum force ... 0.1780 Eh/bohr

Last column: Löwdin charge in e.
CARTESIAN COORDINATES (ANGSTROEM)
C  -1.083  2.903  -0.126  -0.088
O  -2.003  1.820  -0.167  -0.212
C  -2.154  1.203  -1.397  -0.467
P  -3.285  2.201  -2.525  0.428
S  -4.024  3.805  -1.720  0.187
C  -2.563  -0.276  -1.169  -0.270
O  -1.790  -0.784  -0.097  -0.055
C  -0.884  -1.794  -0.351  -0.766
Cl  -1.631  -3.270  -1.118  0.781
C  -0.366  -2.208  1.026  -0.118
C  -1.352  -3.069  1.778  -0.210
O  -0.996  -3.065  3.215  -0.034
C  0.207  -3.622  3.503  -0.607
C  0.895  -3.143  4.725  0.061
O  0.764  -4.462  2.845  -0.090
C  0.276  -1.398  -1.245  -0.153
C  1.077  -0.200  -0.699  -0.084
C  2.552  -0.502  -0.798  -0.483
O  3.006  -1.375  -0.141  0.146
N  3.366  0.230  -1.705  0.105
C  3.916  1.472  -1.183  -0.235
C  5.002  2.008  -1.875  -0.023
C  5.568  3.206  -1.467  -0.071
C  5.065  3.871  -0.358  -0.080
C  3.995  3.325  0.343  -0.074
C  3.417  2.129  -0.068  -0.033
C  -4.038  -0.489  -0.874  -0.342
C  -4.628  0.362  0.224  -0.004
F  -4.221  -1.818  -0.521  -0.028
H  -0.586  3.061  -1.077  0.091
H  -1.594  3.822  0.127  0.071
H  -0.362  2.697  0.656  0.086
H  -1.191  1.159  -1.906  0.099
H  -2.463  2.519  -3.616  -0.020
H  -4.271  1.364  -3.067  -0.020
H  -2.339  -0.781  -2.105  0.142
H  -0.161  -1.331  1.621  0.145
H  0.562  -2.750  0.878  0.133
H  -1.378  -4.097  1.426  -0.009
H  -2.357  -2.679  1.699  0.146
H  0.475  -2.221  5.103  0.101
H  1.935  -2.993  4.481  0.112
H  0.833  -3.895  5.502  0.109
H  0.927  -2.261  -1.284  0.115
H  -0.026  -1.214  -2.268  0.121
H  0.864  0.007  0.339  0.120
H  0.850  0.678  -1.289  0.103
H  2.767  0.490  -2.485  0.131
H  5.384  1.471  -2.723  0.112
H  6.396  3.599  -2.027  0.105
H  5.502  4.803  -0.050  0.102
H  3.597  3.835  1.203  0.102
H  2.594  1.742  0.507  0.097
H  -4.606  -0.356  -1.786  0.127
H  -4.343  -0.028  1.191  0.090
H  -5.707  0.276  0.166  0.092
H  -4.387  1.412  0.138  0.054
K  -1.004  -5.391  2.587  1.161

=====

Formula: C19H28ClMnO6
Source: OMol25
Level of theory: ωB97M-V/def2-TZVPD

Output
Energy above the lowest of the compared OMol25 structures with the same formula, charge and spin ... 28.07 kcal per mole
Charge ... +1
<S²> ... 4.012
DFT total energy ... -2802.645672 Eh
HOMO level (spin up / spin down) ... -0.434 / -0.425 Eh
HOMO-LUMO gap (spin up / spin down) ... 7.126 / 3.255 eV
2S+1 ... 4
LUMO (spin up / spin down) ... -0.1723 / -0.3050 Eh
Maximum force ... 0.0655 Eh/bohr

Last column: Mulliken spin population.
CARTESIAN COORDINATES (ANGSTROEM)
O  -0.157  0.272  -0.215  0.010
C  -1.076  -0.609  0.496  0.005
C  -1.005  -1.652  -0.594  0.000
H  -2.058  -0.142  0.581  0.001
H  -0.653  -0.905  1.456  -0.001
C  -0.014  -0.711  -1.282  0.000
H  -1.941  -1.751  -1.141  0.000
H  -0.614  -2.629  -0.273  0.000
C  -0.524  -0.092  -2.568  -0.001
H  -1.540  0.297  -2.417  0.000
H  -0.548  -0.838  -3.374  0.001
H  0.140  0.730  -2.877  0.000
C  1.389  -1.250  -1.398  0.005
H  1.662  -1.808  -0.493  0.000
H  2.111  -0.437  -1.558  0.002
H  1.445  -1.932  -2.258  0.000
Mn  1.706  1.499  1.492  2.431
C  3.666  1.191  2.220  -0.096
C  2.766  1.233  3.334  -0.017
C  1.821  0.157  3.187  -0.018
H  2.834  1.939  4.156  -0.003
C  2.148  -0.560  1.977  -0.051
C  3.270  0.105  1.354  -0.019
H  3.786  -0.190  0.443  0.002
H  4.518  1.852  2.081  -0.002
H  1.040  -0.104  3.904  -0.003
H  1.688  -1.481  1.625  -0.001
C  1.606  3.827  1.129  -0.035
C  2.651  2.945  0.409  0.061
C  2.011  2.351  -0.714  -0.146
H  3.710  3.131  0.512  0.002
C  0.766  3.050  -0.945  0.032
C  0.578  4.011  0.027  -0.104
H  -0.252  4.699  0.119  0.002
H  2.093  4.721  1.645  0.000
H  2.514  1.683  -1.411  -0.008
H  0.133  2.882  -1.814  -0.005
O  -3.486  -2.666  -1.085  0.000
C  -3.360  -3.594  -2.195  0.000
C  -4.675  -4.375  -2.362  0.000
H  -2.519  -4.274  -1.972  0.000
H  -3.102  -3.017  -3.102  0.000
C  -5.515  -4.007  -1.130  0.000
H  -4.471  -5.447  -2.418  0.000
H  -5.172  -4.047  -3.278  0.000
C  -4.807  -2.782  -0.518  0.000
H  -5.500  -4.823  -0.404  0.000
H  -6.546  -3.765  -1.392  0.000
H  -4.701  -2.852  0.576  0.000
H  -5.367  -1.858  -0.762  0.000
O  5.030  4.171  1.826  0.267
Cl  4.390  4.988  2.902  -0.092
O  3.994  4.121  4.037  0.221
O  3.091  5.631  2.301  0.536
O  1.042  3.114  2.162  0.024